Model A:
Here is a molecular structure, C2H3N3O3 from OMol25. Energies are from ωB97M-V/def2-TZVPD.

Computed properties:
**HOMO**: -9.76 eV
**Frontier orbital gap**: 10.057 eV

Element x y z (Å)
O  2.530  -0.335  -0.049
O  -1.280  1.815  0.064
O  0.455  -1.197  0.161
N  -1.997  -1.254  0.056
N  -0.817  -0.583  -0.238
N  0.849  1.079  0.013
C  -0.449  0.785  -0.188
C  1.334  -0.124  0.038
H  -2.452  -1.691  -0.763
H  -1.943  -1.753  0.968
H  -0.790  2.522  0.486

Model B:
Here is a single C2H3N3O3 molecule from OMol25. Energies are from ωB97M-V/def2-TZVPD.

Computed properties:
**HOMO**: -9.47 eV
**SMILES**: Nn1oc(O)nc1=O
**Frontier orbital gap**: 9.205 eV

Element x y z (Å)
O  0.636  0.605  -0.242
O  -1.791  -1.737  -0.058
O  2.706  -0.336  -0.030
N  0.646  -1.497  0.058
N  -1.393  1.286  0.068
N  -0.662  0.236  -0.322
C  1.455  -0.497  -0.118
C  -0.691  -1.118  -0.119
H  2.996  0.691  0.211
H  -2.189  1.047  -0.703
H  -1.714  1.319  1.257

Verdict on stability: model B comes out at the bottom.

Model A:
Here is 3 unconnected molecules or ions with the total composition H6O3 from OMol25. Energies are from ωB97M-V/def2-TZVPD.

Computed properties:
**HOMO**: -10.51 eV
**SMILES**: O.O.O
**Frontier orbital gap**: 11.051 eV

Element x y z (Å)
O  -0.295  -1.735  -1.948
O  -0.794  0.919  1.919
O  0.715  0.447  -0.504
H  1.488  1.021  -0.478
H  0.175  -1.983  -2.750
H  0.534  0.231  0.426
H  0.303  -1.112  -1.480
H  -0.391  1.126  2.771
H  -1.734  1.087  2.045

Model B:
Here is 3 unconnected molecules or ions with the total composition H6O3 from OMol25. Energies are from ωB97M-V/def2-TZVPD.

Computed properties:
**HOMO**: -11.03 eV
**SMILES**: O.O.O
**Frontier orbital gap**: 11.310 eV

Element x y z (Å)
O  -1.831  -0.304  0.259
O  0.411  1.798  -0.639
O  1.007  -0.864  0.208
H  0.759  -1.377  0.977
H  -1.687  -1.099  -0.255
H  1.111  2.371  -0.327
H  0.521  -1.261  -0.514
H  0.723  0.913  -0.451
H  -1.013  -0.177  0.740

Model C:
Here is 3 unconnected molecules or ions with the total composition H6O3 from OMol25. Energies are from ωB97M-V/def2-TZVPD.

Computed properties:
**HOMO**: -10.81 eV
**SMILES**: O.O.O
**Frontier orbital gap**: 11.317 eV

Element x y z (Å)
O  0.157  -0.797  -7.793
O  -0.845  3.022  12.643
O  0.687  -2.446  -5.320
H  0.422  -1.269  -6.876
H  -1.315  3.811  12.601
H  -0.696  -1.317  -7.972
H  0.067  -2.204  -4.506
H  1.505  -1.982  -5.098
H  0.018  3.182  12.321

Model D:
Here is 3 unconnected molecules or ions with the total composition H6O3 from OMol25. Energies are from ωB97M-V/def2-TZVPD.

Computed properties:
**HOMO**: -11.26 eV
**SMILES**: O.O.O
**Frontier orbital gap**: 11.997 eV

Element x y z (Å)
O  -1.954  0.595  3.728
O  -0.004  0.365  -2.983
O  1.635  -1.401  -0.754
H  -1.634  1.496  3.634
H  -1.672  0.296  4.598
H  0.992  -0.997  -1.361
H  2.062  -2.054  -1.318
H  -0.207  0.901  -2.207
H  0.783  0.799  -3.336

Verdict on stability: model C comes out at the bottom.

Model A:
Here is a single C11H15NS molecule from OMol25. Energies are from ωB97M-V/def2-TZVPD.

Computed properties:
**HOMO**: -8.48 eV
**SMILES**: c1cc2c(s1)[C@H]1CCCCN1CC2
**Frontier orbital gap**: 9.390 eV

Element x y z (Å)
S  0.085  2.452  0.665
N  -0.117  -1.452  -0.405
C  1.666  0.421  0.610
C  -2.152  -2.101  -1.695
C  -1.122  -2.513  -0.626
C  -2.769  -0.698  -1.339
C  1.737  2.708  1.012
C  2.440  1.552  0.935
C  -0.739  -0.222  0.081
C  0.907  -1.925  0.511
C  0.357  0.745  0.433
C  -1.686  0.287  -0.980
C  2.139  -0.995  0.458
H  -0.570  -3.429  -0.893
H  2.848  -1.147  1.280
H  2.568  -1.052  -0.552
H  -3.438  -0.320  -2.121
H  -1.135  0.578  -1.886
H  0.590  -1.960  1.569
H  -1.583  -1.901  -2.620
H  1.195  -2.905  0.113
H  -2.863  -2.946  -1.825
H  -2.096  1.230  -0.623
H  2.140  3.688  1.258
H  -1.277  -0.426  1.023
H  3.504  1.476  1.162
H  -1.671  -2.719  0.347
H  -3.425  -0.778  -0.451

Model B:
Here is 2 unconnected molecules or ions with the total composition C11H15NS from OMol25. Energies are from ωB97M-V/def2-TZVPD.

Computed properties:
**HOMO**: -7.61 eV
**SMILES**: Cc1c[nH]c2ccccc12.CCS
**Frontier orbital gap**: 8.373 eV

Element x y z (Å)
S  0.688  0.483  2.096
N  -0.650  1.291  -0.600
C  -0.759  1.168  4.401
C  -2.583  -1.339  -2.322
C  -1.826  0.581  -0.842
C  -0.654  0.136  3.285
C  -0.129  -0.543  -1.743
C  2.543  -0.471  -1.297
C  2.004  -1.624  -1.905
C  -1.564  -0.396  -1.755
C  0.724  -1.440  -2.397
C  0.415  0.510  -0.956
C  1.814  0.629  -0.911
H  3.612  -0.493  -1.105
H  -0.658  2.068  0.036
H  0.183  1.252  4.944
H  0.254  -2.191  -3.015
H  -1.559  0.882  5.081
H  -2.717  0.876  -0.312
H  -0.746  -0.850  3.742
H  -0.992  2.168  4.034
H  1.143  1.629  2.633
H  -3.225  -1.784  -1.563
H  -1.530  0.176  2.630
H  -3.165  -0.848  -3.100
H  2.523  -2.567  -1.980
H  -2.114  -2.194  -2.817
H  2.346  1.495  -0.552

Verdict on stability: model B comes out at the bottom.

Model A:
Here is a molecular structure, C6H7N from OMol25. Energies are from ωB97M-V/def2-TZVPD.

Computed properties:
**HOMO**: -9.06 eV
**Frontier orbital gap**: 9.661 eV

Element x y z (Å)
N  -1.575  -0.075  0.709
C  0.672  -0.474  0.896
C  -0.634  0.211  1.523
C  1.049  0.578  -0.199
C  0.233  -1.463  -0.354
C  -0.114  0.222  -1.177
C  -1.075  -0.849  -0.394
H  1.353  -0.936  1.748
H  -0.768  0.964  -1.520
H  1.971  0.467  -0.546
H  -0.711  0.853  2.404
H  -1.853  -1.047  -1.203
H  0.392  -0.165  -2.017
H  1.060  1.715  0.130

Model B:
Here is a single C6H7N molecule from OMol25. Energies are from ωB97M-V/def2-TZVPD.

Computed properties:
**HOMO (spin up / spin down)**: -8.75 / -8.77 eV
**Frontier orbital gap (spin up / spin down)**: 7.327 / 7.349 eV

Element x y z (Å)
N  0.258  -3.615  1.020
C  -0.206  -0.633  -0.753
C  0.060  -2.483  0.889
C  -0.395  0.834  -1.013
C  -0.161  -1.046  0.727
C  0.951  1.703  0.807
C  0.101  1.904  -0.332
H  1.179  2.694  1.244
H  -0.191  2.888  -0.712
H  0.634  -0.480  1.222
H  -1.015  1.051  -1.886
H  -1.100  -0.772  1.220
H  -1.000  -1.183  -1.270
H  0.733  -0.934  -1.240

Verdict on stability: model A comes out at the bottom.